Below is one molecule with the formula C4H6N2 in a non-equilibrium geometry, with properties calculated with the ωB97M-V functional and the def2-TZVPD basis.

Its relative energy (zero: lowest compared OMol25 entry of this formula, charge and spin) is 180.5 kJ/mol. Its LUMO energy is 0.0230 Eh. Its SMILES is [H]/N=C\CCC#N.

Last column: Mulliken charge in e.
Geometry (Å):
H1 -1.28668 0.24662 1.75348  0.25
N1 -0.33093 0.24567 2.13313  -0.55
C1 0.55788 0.55951 1.28888  -0.16
C2 0.35525 0.48802 -0.20434  -0.67
C3 0.42620 -0.99948 -0.74290  -0.22
C4 -0.10180 -1.98653 0.10873  0.25
N2 -0.45410 -2.84919 0.78089  -0.38
H2 1.53762 0.53551 1.70102  0.41
H3 -0.64109 0.80880 -0.26390  0.32
H4 1.13070 1.17640 -0.71397  0.27
H5 1.49179 -1.23251 -1.16548  0.28
H6 -0.27464 -0.82712 -1.51902  0.19